{"formula": "C48H130N6O14", "method": "ωB97M-V/def2-TZVPD", "species": ["C", "C", "C", "O", "H", "H", "H", "H", "H", "H", "H", "H", "C", "C", "C", "O", "H", "H", "H", "H", "H", "H", "H", "H", "C", "C", "C", "O", "H", "H", "H", "H", "H", "H", "H", "H", "C", "C", "C", "O", "H", "H", "H", "H", "H", "H", "H", "H", "C", "C", "C", "O", "H", "H", "H", "H", "H", "H", "H", "H", "C", "C", "C", "O", "H", "H", "H", "H", "H", "H", "H", "H", "C", "C", "C", "O", "H", "H", "H", "H", "H", "H", "H", "H", "C", "C", "C", "O", "H", "H", "H", "H", "H", "H", "H", "H", "C", "C", "C", "O", "C", "N", "H", "H", "H", "H", "H", "H", "H", "H", "H", "H", "H", "C", "C", "C", "O", "C", "N", "H", "H", "H", "H", "H", "H", "H", "H", "H", "H", "H", "C", "C", "C", "O", "C", "N", "H", "H", "H", "H", "H", "H", "H", "H", "H", "H", "H", "C", "C", "C", "O", "C", "N", "H", "H", "H", "H", "H", "H", "H", "H", "H", "H", "H", "C", "C", "C", "O", "C", "N", "H", "H", "H", "H", "H", "H", "H", "H", "H", "H", "H", "C", "C", "C", "O", "C", "N", "H", "H", "H", "H", "H", "H", "H", "H", "H", "H", "H"], "coordinates": [[-1.636, 3.713, -6.089], [-1.887, 3.214, -4.657], [-0.582, 3.162, -3.892], [-2.866, 4.004, -3.997], [-1.119, 2.951, -6.692], [-1.093, 4.652, -6.124], [-2.591, 3.910, -6.598], [-2.358, 2.229, -4.696], [-0.162, 4.177, -3.792], [0.166, 2.545, -4.392], [-0.736, 2.813, -2.862], [-2.697, 4.945, -4.122], [3.939, -4.943, 4.734], [3.906, -3.738, 3.741], [2.518, -3.229, 3.551], [4.818, -2.684, 4.135], [3.393, -5.809, 4.373], [3.476, -4.651, 5.672], [4.964, -5.221, 4.995], [4.305, -4.079, 2.785], [1.887, -3.980, 3.059], [2.504, -2.321, 2.958], [2.130, -2.989, 4.545], [4.434, -2.184, 4.854], [-2.858, -1.569, 3.538], [-2.014, -2.680, 2.931], [-2.129, -3.973, 3.746], [-2.484, -2.860, 1.603], [-3.914, -1.879, 3.520], [-2.806, -0.641, 2.958], [-2.607, -1.390, 4.578], [-0.966, -2.353, 2.893], [-1.688, -3.710, 4.710], [-1.592, -4.817, 3.305], [-3.165, -4.301, 3.894], [-1.984, -3.517, 1.114], [1.741, -6.553, 1.188], [0.770, -5.648, 0.431], [-0.657, -6.050, 0.694], [0.883, -4.255, 0.854], [1.656, -7.604, 0.919], [1.594, -6.502, 2.294], [2.771, -6.164, 1.048], [0.967, -5.735, -0.665], [-0.831, -6.098, 1.777], [-0.790, -7.081, 0.347], [-1.382, -5.423, 0.184], [1.806, -4.012, 0.618], [-1.938, -1.242, -5.590], [-0.855, -0.339, -5.034], [0.293, -1.210, -4.466], [-0.355, 0.557, -6.035], [-2.793, -0.647, -5.893], [-2.251, -1.991, -4.827], [-1.557, -1.818, -6.438], [-1.310, 0.330, -4.297], [1.205, -0.644, -4.343], [0.521, -2.002, -5.188], [-0.008, -1.686, -3.525], [0.124, 0.131, -6.762], [-2.322, 4.250, -0.457], [-2.203, 5.748, -0.150], [-3.337, 6.545, -0.818], [-2.341, 5.953, 1.274], [-3.205, 3.764, -0.053], [-1.472, 3.782, 0.039], [-2.286, 4.063, -1.534], [-1.175, 6.069, -0.447], [-3.220, 6.642, -1.896], [-3.320, 7.532, -0.361], [-4.323, 6.101, -0.589], [-1.457, 5.725, 1.599], [0.310, 0.635, -0.823], [1.043, 0.338, 0.506], [0.284, -0.698, 1.273], [2.382, -0.165, 0.316], [0.317, -0.274, -1.437], [0.892, 1.385, -1.408], [-0.738, 0.954, -0.683], [1.120, 1.217, 1.145], [0.048, -1.567, 0.657], [-0.674, -0.272, 1.576], [0.833, -1.043, 2.167], [2.939, 0.630, 0.026], [-4.470, 2.977, 2.813], [-3.419, 2.342, 3.703], [-2.153, 2.247, 2.916], [-3.268, 2.900, 5.028], [-4.858, 2.325, 2.041], [-4.075, 3.846, 2.294], [-5.311, 3.237, 3.469], [-3.763, 1.337, 3.952], [-1.946, 3.246, 2.500], [-2.232, 1.485, 2.143], [-1.313, 1.974, 3.565], [-2.924, 3.814, 4.868], [2.724, -2.753, -2.159], [3.918, -3.083, -1.311], [5.030, -2.130, -1.570], [5.331, -2.017, -2.929], [6.554, -1.340, -3.251], [3.484, -3.099, 0.112], [2.970, -2.581, -3.220], [2.293, -1.848, -1.724], [1.981, -3.537, -2.067], [4.294, -4.062, -1.573], [5.941, -2.496, -1.058], [4.771, -1.149, -1.129], [7.370, -1.777, -2.664], [6.486, -0.302, -2.935], [6.675, -1.406, -4.340], [4.219, -3.318, 0.770], [3.145, -2.166, 0.388], [3.789, 1.127, -2.789], [4.661, 1.676, -1.662], [5.451, 2.812, -2.188], [6.243, 2.379, -3.225], [7.201, 3.293, -3.687], [3.809, 2.020, -0.510], [4.321, 0.821, -3.706], [3.039, 1.842, -3.105], [3.229, 0.291, -2.342], [5.397, 0.927, -1.306], [5.995, 3.228, -1.328], [4.809, 3.621, -2.570], [6.717, 4.177, -4.119], [7.859, 2.847, -4.433], [7.741, 3.624, -2.803], [3.039, 2.636, -0.759], [4.290, 2.428, 0.303], [-6.131, -1.909, -3.220], [-6.359, -0.444, -3.318], [-5.074, 0.341, -3.185], [-4.581, 0.358, -1.898], [-3.395, 1.194, -1.902], [-6.891, -0.121, -4.667], [-7.048, -2.509, -3.214], [-5.610, -2.107, -2.293], [-5.488, -2.277, -4.027], [-7.072, -0.178, -2.522], [-5.321, 1.355, -3.516], [-4.306, -0.045, -3.854], [-3.618, 2.122, -2.442], [-2.572, 0.675, -2.411], [-3.164, 1.370, -0.850], [-7.324, 0.796, -4.732], [-7.545, -0.825, -4.971], [3.998, 0.819, 5.415], [3.042, 0.421, 4.288], [1.837, 1.240, 4.477], [1.147, 0.969, 5.704], [0.379, -0.244, 5.620], [3.570, 0.705, 2.918], [4.362, 1.839, 5.261], [4.865, 0.147, 5.312], [3.610, 0.734, 6.427], [2.895, -0.675, 4.336], [1.120, 1.028, 3.648], [2.160, 2.294, 4.491], [-0.247, -0.261, 6.516], [0.958, -1.149, 5.536], [-0.245, -0.178, 4.717], [4.566, 0.558, 2.860], [3.106, 0.129, 2.216], [-0.869, 6.430, 6.025], [-1.095, 6.252, 4.511], [-0.063, 5.300, 3.985], [-0.057, 5.233, 2.565], [0.874, 4.328, 2.049], [-2.467, 5.763, 4.229], [-1.618, 7.054, 6.523], [0.154, 6.808, 6.149], [-0.868, 5.479, 6.566], [-0.879, 7.228, 4.029], [-0.350, 4.311, 4.365], [0.921, 5.642, 4.344], [1.859, 4.644, 2.402], [0.809, 4.345, 0.959], [0.676, 3.325, 2.445], [-3.146, 6.414, 4.606], [-2.625, 5.787, 3.224], [-1.692, -6.813, -3.130], [-2.584, -5.865, -2.305], [-1.935, -4.458, -2.394], [-2.707, -3.550, -1.622], [-2.301, -2.201, -1.616], [-4.006, -5.919, -2.811], [-1.929, -7.855, -2.966], [-0.636, -6.630, -2.879], [-1.756, -6.589, -4.205], [-2.671, -6.189, -1.271], [-1.908, -4.184, -3.452], [-0.912, -4.492, -1.982], [-2.816, -1.763, -0.755], [-2.489, -1.728, -2.591], [-1.241, -2.155, -1.347], [-4.078, -5.879, -3.825], [-4.463, -5.086, -2.447]], "forces_ev_per_angstrom": [[-0.8303, -0.5132, -0.3685], [0.2760, 0.3145, -0.8724], [0.1784, 0.3602, 0.7264], [-0.2516, 0.1824, 0.3256], [0.0386, 0.2743, 0.3413], [0.3488, 0.1289, 0.2165], [0.1071, -0.1637, 0.2102], [0.1588, -0.0632, -0.0829], [-0.1291, -0.1623, -0.1606], [-0.1278, -0.1115, -0.0189], [0.0196, -0.1447, -0.2458], [0.1823, -0.0951, -0.0900], [0.3572, 0.9400, -0.1027], [0.9820, -0.7197, 0.4747], [-0.4770, -0.0964, 0.2534], [-0.1464, -0.6947, -0.4013], [0.0040, -0.0489, -0.2643], [-0.2139, 0.1615, 0.1922], [-0.0695, -0.0287, -0.3278], [0.1113, -0.0362, -0.0269], [0.0246, 0.2554, 0.2267], [0.0200, 0.1170, -0.2656], [-0.3446, -0.0092, -0.0612], [-0.2355, 0.0835, 0.3268], [-0.6197, -0.3000, -0.3521], [-0.1867, -0.3772, -0.2221], [0.1762, 0.4550, 0.1384], [-0.4960, 0.4546, -0.2339], [0.2076, 0.0203, -0.0254], [0.2262, -0.1527, 0.1450], [0.2259, 0.1535, 0.1231], [0.0014, -0.1927, 0.1251], [-0.0355, -0.4887, 0.2077], [0.1318, 0.2929, 0.0357], [0.1014, 0.3130, -0.0719], [0.3164, -0.1551, 0.1734], [0.6308, 0.8871, 0.9353], [-0.2754, 0.6599, 0.1136], [0.0689, -0.9070, 0.2683], [0.4745, -1.3639, -0.5973], [0.1266, 0.0285, -0.2966], [-0.2667, 0.0950, -0.7247], [-0.3642, -0.5161, -0.1874], [0.0309, 0.1855, 0.5516], [-0.1071, 0.3162, -0.2534], [-0.1428, 0.0841, -0.1233], [0.0046, 0.1581, 0.1420], [-0.1846, 0.4564, 0.0559], [-0.1271, -0.4862, 0.4454], [0.8401, -0.7456, -0.4063], [-0.7238, 0.1693, -0.2022], [-0.0617, 0.4597, -0.0797], [-0.2378, -0.0735, -0.1498], [0.0742, 0.5626, -0.4218], [-0.0374, 0.1275, -0.0492], [0.3546, -0.1301, 0.1525], [0.1786, 0.3157, 0.3226], [-0.0902, -0.0207, 0.0535], [0.1621, 0.0965, -0.1297], [-0.2922, -0.3439, 0.4907], [0.7523, 0.2464, -0.0081], [-1.0653, -0.4696, -0.0575], [0.3763, 0.0201, 0.6194], [0.3674, 0.0412, -0.9694], [-0.3554, 0.3325, 0.1087], [0.1383, -0.3837, -0.1701], [0.0719, 0.0013, 0.1099], [-0.8058, 0.1458, -0.0605], [0.0236, -0.1055, -0.0123], [-0.1086, 0.2197, -0.1902], [0.5157, 0.0132, -0.1171], [-0.0158, -0.0149, 0.5812], [0.9891, 0.3469, -0.1481], [0.1119, -0.4400, -0.2659], [-0.3743, -0.4308, 0.4493], [-0.1938, 0.7740, -0.5454], [-0.0745, 0.0113, 0.1439], [-0.6090, -0.2533, 0.3465], [0.5487, 0.0133, 0.0561], [-0.0571, 0.4565, -0.1160], [0.1821, -0.1125, 0.0156], [-0.0435, -0.0662, 0.1954], [-0.2193, 0.2062, -0.3133], [-0.3323, -0.7601, 0.1848], [-0.6472, 0.5617, 0.9732], [-0.6398, -1.2284, 0.6724], [1.1315, 0.4625, 0.4372], [0.3797, 1.1232, -1.5157], [0.1023, -0.5044, -0.0976], [-0.0596, 0.3930, 0.1483], [0.0017, 0.2497, -0.3691], [-0.0267, -0.1995, -0.1621], [0.1613, -0.3898, -0.1975], [-0.0480, 0.1564, -0.2939], [-0.0027, -0.0768, -0.0216], [-0.3107, -0.4095, 0.3735], [-0.4780, 0.3329, -0.2049], [-0.4147, -0.5173, 0.4241], [1.5728, 1.0014, 0.7564], [0.0211, -0.0674, -1.0224], [-0.8943, -0.3061, 0.7963], [-0.1730, 0.3813, -0.2717], [-0.0167, -0.1174, 0.4989], [-0.1824, 0.1382, -0.2608], [-0.1955, -0.1571, -0.0925], [-0.0143, -0.5401, 0.0470], [-0.1754, 0.1682, 0.1820], [0.0533, -0.0858, -0.1090], [0.1828, -0.1847, -0.4303], [0.0097, 0.3398, -0.2104], [0.1677, -0.0654, 0.4580], [0.3593, -0.1317, -0.1839], [0.0558, -0.2829, -0.3448], [-0.3471, -1.1307, 0.5509], [-0.3771, -0.5864, -0.1946], [-0.0314, 1.7627, 0.4819], [0.6833, -1.3250, -0.9060], [-0.3522, 0.6765, 0.5990], [0.0733, 0.2181, 0.2363], [0.0049, 0.0048, 0.7276], [-0.1604, 0.5310, 0.0508], [0.1233, -0.0621, -0.5777], [-0.4971, 0.1639, -0.2467], [0.5471, 0.1892, -0.2147], [-0.2827, 0.0337, 0.2366], [-0.0089, 0.0022, -0.1256], [-0.1602, -0.2078, 0.2096], [0.6471, 0.2327, -0.1118], [0.2217, 0.0488, -0.1345], [-0.0761, -0.2669, -0.6172], [0.2898, -1.0858, 0.0686], [-0.7368, 0.3642, -0.8396], [-0.7667, 0.2977, -0.5618], [1.1478, 0.7305, 0.7685], [-1.0412, -0.7119, 0.3411], [0.3568, -0.0041, 0.3117], [0.0329, 0.2145, -0.0558], [0.1479, -0.1982, 0.3401], [-0.0624, 0.1120, -0.0809], [0.2735, 0.2898, -0.0076], [0.2043, 0.2879, -0.0732], [0.0351, -0.2608, -0.5081], [0.1706, 0.0426, 0.2634], [-0.0035, 0.0347, 0.1100], [0.1783, 0.1191, -0.2073], [0.0459, -0.2378, 0.1716], [-0.1935, 0.0002, -0.0140], [1.3501, -0.6423, -0.9503], [1.5621, -0.7005, -0.2775], [-2.1804, 0.0043, -0.0538], [0.2085, -0.5411, -0.3843], [-0.4316, 1.4015, -0.1340], [-0.2780, 0.4831, 0.8734], [-0.0910, -0.0076, 0.0026], [0.0777, 0.2932, 0.3531], [-0.3432, -0.1053, -0.2141], [-0.5101, 0.4997, 0.3409], [0.2896, 0.5389, 0.1935], [-0.4034, -0.2811, -0.0879], [0.0859, -0.1389, -0.2230], [0.5510, -0.3261, 0.1538], [-0.1765, -0.1367, 0.1936], [0.1104, -0.2397, 0.0780], [0.1828, 0.0894, 0.1303], [0.4175, -0.4924, -0.2371], [-0.6607, 0.8177, 0.2485], [-0.0870, -0.5505, 0.0321], [-0.6908, 0.8183, 0.0062], [0.2746, -0.2183, 0.5463], [0.6484, 0.1450, -0.0282], [0.2558, 0.1681, -0.3208], [-0.3578, 0.3732, 0.2284], [-0.2053, -0.1631, -0.2625], [-0.3154, -0.1768, 0.1001], [0.5006, -0.1529, 0.1675], [-0.0590, -0.3927, -0.0792], [0.3288, -0.2022, -0.3030], [0.0469, -0.0212, 0.1314], [0.0712, -0.0834, -0.2319], [0.0418, -0.0065, 0.1827], [-0.0861, -0.1269, 0.0522], [0.2256, 0.6869, 0.1978], [-0.5850, 0.1368, -1.4659], [-0.5777, -0.3362, 0.7787], [-0.3561, -0.7149, -0.1895], [0.3203, -0.5199, 0.5142], [0.9880, 0.3716, 0.5589], [-0.0895, -0.2124, 0.0106], [-0.2363, -0.2543, 0.1189], [-0.2529, -0.0637, 0.2302], [0.2983, 0.0531, 0.0750], [0.0921, 0.2687, -0.1498], [-0.0544, 0.0076, -0.2100], [-0.2176, 0.3178, -0.5526], [-0.0532, 0.1624, 0.3433], [0.2950, 0.1459, -0.2886], [0.3315, 0.0771, 0.0971], [-0.1516, -0.1353, -0.0603]], "lowdin_charge": [-0.05, -0.49, -0.06, -0.07, 0.07, 0.07, 0.08, 0.12, 0.09, 0.07, 0.06, 0.09, -0.04, -0.47, -0.07, -0.05, 0.07, 0.07, 0.08, 0.11, 0.08, 0.06, 0.08, 0.06, -0.05, -0.49, -0.04, -0.05, 0.09, 0.06, 0.08, 0.11, 0.08, 0.05, 0.09, 0.06, -0.06, -0.48, -0.06, -0.10, 0.08, 0.08, 0.08, 0.13, 0.07, 0.09, 0.05, 0.03, -0.06, -0.47, -0.04, -0.07, 0.08, 0.07, 0.08, 0.10, 0.07, 0.09, 0.06, 0.10, -0.06, -0.44, -0.05, -0.10, 0.07, 0.06, 0.05, 0.15, 0.07, 0.07, 0.09, 0.03, -0.03, -0.47, -0.06, -0.14, 0.06, 0.07, 0.07, 0.11, 0.07, 0.07, 0.07, 0.04, -0.05, -0.49, -0.07, -0.07, 0.08, 0.05, 0.09, 0.12, 0.06, 0.07, 0.07, 0.05, -0.05, -0.41, -0.24, -0.19, -0.07, 0.07, 0.09, 0.06, 0.07, 0.14, 0.13, 0.11, 0.09, 0.06, 0.10, 0.07, 0.07, -0.04, -0.42, -0.27, -0.19, -0.09, 0.06, 0.10, 0.08, 0.06, 0.14, 0.13, 0.14, 0.09, 0.09, 0.09, 0.10, 0.11, -0.08, -0.43, -0.26, -0.17, -0.08, 0.03, 0.08, 0.08, 0.08, 0.14, 0.13, 0.12, 0.08, 0.06, 0.08, 0.07, 0.06, -0.05, -0.45, -0.23, -0.18, -0.08, 0.08, 0.08, 0.07, 0.08, 0.10, 0.10, 0.13, 0.10, 0.06, 0.07, 0.07, 0.03, -0.06, -0.42, -0.20, -0.23, -0.09, 0.07, 0.08, 0.08, 0.08, 0.15, 0.13, 0.14, 0.09, 0.09, 0.07, 0.09, 0.05, -0.06, -0.40, -0.20, -0.20, -0.10, 0.04, 0.07, 0.07, 0.08, 0.11, 0.12, 0.11, 0.09, 0.07, 0.07, 0.06, 0.05], "e_above_lowest_kcal_mol": 0.00, "charge": 0, "e_tot_ha": -3288.6195, "gap_ha": 0.345, "spin_multiplicity": 1}